This record from the OMol25 dataset describes 2 unconnected molecules or ions with the total composition C4H9NO at a distorted geometry. The level of theory is ωB97M-V/def2-TZVPD.

Summary:
LUMO level ... 0.03426 Ha
SMILES string ... CCOC.C#N
E_tot ... -7829.9822 eV

CARTESIAN COORDINATES (ANGSTROEM)
C: 1.93410 0.04647 -0.03264
C: 0.60173 0.38980 -0.68884
O: -0.38991 -0.52075 -0.26030
C: -1.63400 -0.46972 -0.91852
H: 2.08602 -1.03712 0.01924
H: 2.73887 0.46596 -0.64203
H: 2.03973 0.45776 0.97655
H: 0.69845 0.32305 -1.78477
H: 0.31692 1.42212 -0.43742
H: -1.88100 -1.50461 -1.17849
H: -1.62907 0.15024 -1.83052
H: -2.41070 -0.08389 -0.23727
C: -0.87899 0.08671 2.37877
N: -0.25964 0.89188 2.92622
H: -1.33250 -0.61790 1.71000

Results of the Löwdin charge analysis, in e, for atoms 1 through 5: atom 1 (C): -0.08, atom 2 (C): -0.29, atom 3 (O): -0.27, atom 4 (C): -0.11, atom 5 (H): 0.08

This record from the OMol25 dataset describes C4H7NO2 in the gas phase. The level of theory is ωB97M-V/def2-TZVPD.

Summary:
LUMO level ... 0.02981 Ha
SMILES string ... NC(=O)C[C@H]1CO1
E_tot ... -9845.8958 eV

CARTESIAN COORDINATES (ANGSTROEM)
N: 1.51593 0.47419 1.81470
C: 0.89629 0.70953 0.62633
O: 0.63106 1.82783 0.22457
C: 0.55902 -0.53011 -0.19149
C: -0.93344 -0.66621 -0.37756
C: -1.61990 0.16503 -1.35966
O: -1.36464 -1.21417 -1.61100
H: 1.79845 1.25387 2.38846
H: 1.74657 -0.45510 2.11788
H: 0.97674 -1.44978 0.23406
H: 1.00665 -0.37620 -1.17833
H: -1.49971 -1.02245 0.48537
H: -1.04413 0.87278 -1.95534
H: -2.66891 0.41077 -1.21798

Results of the Löwdin charge analysis, in e, for atoms 1 through 5: atom 1 (N): 0.16, atom 2 (C): -0.54, atom 3 (O): 0.05, atom 4 (C): -0.06, atom 5 (C): -0.31

This record from the OMol25 dataset describes 10 unconnected molecules or ions with the total composition C34H60O30 at a distorted geometry. The level of theory is ωB97M-V/def2-TZVPD.

Summary:
LUMO level ... 0.01301 Ha
SMILES string ... C[C@H]1COC(=O)O1.C[C@H]1COC(=O)O1.C[C@H]1COC(=O)O1.C[C@H]1COC(=O)O1.COC(=O)OC.COC(=O)OC.COC(=O)OC.COC(=O)OC.COC(=O)OC.COC(=O)OC
E_tot ... -97656.3397 eV

CARTESIAN COORDINATES (ANGSTROEM)
C: 0.72560 6.33353 0.10630
C: 0.07140 4.98208 0.04587
C: -1.38803 4.87964 -0.43828
O: -1.29304 4.02867 -1.58376
C: -0.03026 3.88071 -1.95437
O: 0.31249 3.44167 -3.00741
O: 0.79756 4.24451 -0.95196
H: 0.27203 6.95317 0.88318
H: 0.74908 6.89160 -0.83014
H: 1.76592 6.16600 0.38617
H: 0.14401 4.49186 1.01982
H: -1.74238 5.88677 -0.68431
H: -2.17192 4.47729 0.20040
C: 5.52579 1.51761 2.06524
C: 4.48553 2.54354 1.58160
C: 3.01806 2.41699 1.97190
O: 2.59161 3.77584 2.00936
C: 3.67397 4.57163 2.07601
O: 3.63003 5.74699 2.26814
O: 4.82418 3.87176 1.97450
H: 5.18646 0.49477 1.92356
H: 5.78152 1.74603 3.10050
H: 6.40214 1.69600 1.44427
H: 4.62970 2.49117 0.49454
H: 2.91598 1.95160 2.95542
H: 2.49069 1.82795 1.22473
C: 0.68151 -1.16337 -0.83257
C: 0.37493 -0.07172 0.17295
C: -0.19434 1.24204 -0.34848
O: -1.25163 1.50919 0.56679
C: -1.53166 0.40223 1.29951
O: -2.44133 0.28869 2.06937
O: -0.62857 -0.52715 1.06279
H: -0.22020 -1.40593 -1.40063
H: 0.97373 -2.10676 -0.36719
H: 1.51859 -0.90794 -1.48330
H: 1.32402 0.12583 0.67858
H: -0.60515 1.20403 -1.35947
H: 0.58360 2.00432 -0.28698
C: 3.18387 -7.72306 -1.90255
C: 1.70050 -7.41349 -1.75117
C: 1.06147 -8.09078 -0.55937
O: 0.51213 -7.02205 0.22614
C: 0.82055 -5.83957 -0.32571
O: 0.53284 -4.75615 0.06431
O: 1.56910 -6.01562 -1.44812
H: 3.82269 -7.52487 -1.04596
H: 3.61087 -7.03283 -2.63481
H: 3.25773 -8.73518 -2.30294
H: 1.10156 -7.56973 -2.65046
H: 1.78111 -8.57832 0.10557
H: 0.29314 -8.83559 -0.76497
C: 1.49843 0.00589 4.93158
O: 2.72639 -0.69861 4.74105
C: 3.17756 -0.90211 3.52689
O: 2.79227 -0.39761 2.49985
O: 4.24048 -1.70331 3.61741
C: 5.15172 -1.75114 2.51906
H: 0.88430 -0.00462 4.03093
H: 1.76712 1.05029 5.09338
H: 0.95327 -0.40175 5.77357
H: 6.08794 -1.33719 2.89386
H: 4.89744 -1.24365 1.59289
H: 5.32250 -2.80386 2.30580
C: -4.99075 1.44245 4.28469
O: -5.71162 2.45636 3.62692
C: -6.77649 2.99477 4.21702
O: -7.17005 2.67546 5.30658
O: -7.38486 3.90678 3.45431
C: -6.82798 4.28619 2.19460
H: -5.40708 0.43587 4.21651
H: -4.95020 1.62935 5.36066
H: -3.97180 1.40549 3.90834
H: -7.42067 3.86142 1.38697
H: -5.78019 4.03830 2.08094
H: -6.87110 5.37250 2.11239
C: -6.99900 5.64377 -2.36477
O: -6.24128 5.17100 -1.22738
C: -5.74179 3.93755 -1.37852
O: -5.99368 3.14479 -2.23220
O: -4.95098 3.74497 -0.32272
C: -4.27254 2.52783 -0.17285
H: -8.03617 5.38443 -2.16322
H: -6.56727 5.18662 -3.25083
H: -6.91720 6.72572 -2.42647
H: -3.93692 2.33843 0.84643
H: -3.39387 2.39265 -0.80871
H: -4.88474 1.65634 -0.42239
C: -3.20550 -1.07883 -1.31386
O: -2.57694 -0.03111 -2.03404
C: -3.32297 0.79128 -2.75095
O: -4.51947 0.79460 -2.77354
O: -2.48369 1.68621 -3.25768
C: -2.95918 2.72149 -4.10001
H: -4.01047 -1.51245 -1.90639
H: -3.67395 -0.73280 -0.39034
H: -2.54735 -1.89332 -1.02210
H: -2.35872 2.76741 -5.00843
H: -2.82047 3.68687 -3.61811
H: -4.00173 2.54786 -4.36405
C: 5.32142 -7.61019 1.60259
O: 4.62639 -6.38036 1.72076
C: 4.73371 -5.57332 0.67632
O: 5.45161 -5.66916 -0.27851
O: 3.91121 -4.54572 0.87678
C: 3.83939 -3.58679 -0.15238
H: 6.41006 -7.58044 1.64075
H: 5.02566 -8.07990 0.66186
H: 4.99871 -8.27901 2.39809
H: 2.99107 -2.91112 -0.11731
H: 3.73452 -4.10749 -1.10992
H: 4.75962 -3.00548 -0.24268
C: 0.45361 -4.05592 -3.73181
O: -0.01805 -2.81758 -4.21321
C: 0.81764 -1.77912 -4.13958
O: 1.98046 -1.92590 -3.85987
O: 0.21032 -0.67868 -4.46282
C: 0.86579 0.58301 -4.21535
H: 1.07677 -3.99178 -2.84119
H: 1.09161 -4.50724 -4.49630
H: -0.36322 -4.73850 -3.51358
H: 0.10428 1.34485 -4.30997
H: 1.65782 0.75891 -4.94228
H: 1.29965 0.45285 -3.22613

Results of the Löwdin charge analysis, in e, for atoms 1 through 5: atom 1 (C): -0.01, atom 2 (C): -0.30, atom 3 (C): -0.05, atom 4 (O): 0.05, atom 5 (C): -0.60

This record from the OMol25 dataset describes a molecular structure, C19H30ClHfN10O3SSi at a distorted geometry. The level of theory is ωB97M-V/def2-TZVPD.

Summary:
LUMO level ... -0.07560 Ha
E_tot ... -73774.6829 eV
Total charge ... +1

CARTESIAN COORDINATES (ANGSTROEM)
Hf: -0.62226 0.46486 -0.50356
N: -1.65084 0.86400 2.02138
N: -3.00168 0.76215 2.34709
C: -3.83466 0.15499 1.48594
N: -5.08874 -0.02190 1.91399
S: -3.36143 -0.37677 -0.03307
H: -1.11423 0.10648 2.43499
H: -1.29910 1.75419 2.34822
H: -3.27291 0.86997 3.31293
H: -5.41636 0.33687 2.79456
H: -5.75734 -0.42158 1.27915
C: 2.31553 -1.62475 -2.06906
C: 2.61280 -0.53289 -1.07848
C: 3.88638 -0.33450 -0.60072
C: 4.10946 0.67699 0.33329
C: 3.07174 1.45509 0.78856
C: 1.78662 1.21756 0.28015
N: 1.60248 0.25705 -0.66645
N: 0.61388 1.82844 0.62753
Si: 0.62343 3.35163 1.49280
C: -1.07200 4.11874 1.50310
C: 1.10303 3.04852 3.27218
C: 1.80801 4.54196 0.70174
H: 2.90302 -1.48523 -2.97800
H: 1.26480 -1.65152 -2.33089
H: 2.59004 -2.59468 -1.64885
H: 4.69169 -0.96650 -0.94934
H: 5.10943 0.84322 0.71574
H: 3.22779 2.22247 1.53374
H: -1.90797 3.41964 1.59284
H: -1.23339 4.70579 0.59281
H: -1.12099 4.80847 2.35375
H: 0.22839 2.82640 3.89558
H: 1.56486 3.95087 3.68847
H: 1.81380 2.22438 3.38805
H: 1.95158 4.29871 -0.35489
H: 2.78756 4.55125 1.18703
H: 1.39991 5.55539 0.76106
Cl: -0.28487 2.88765 -2.12464
C: -1.78838 2.20697 -1.29800
H: -2.50847 2.04803 -2.09280
H: -2.16580 3.00796 -0.67029
O: 0.77730 -3.07375 2.62916
C: 0.32695 -3.94258 1.69258
C: 0.43320 -5.31739 1.88225
C: -0.02757 -6.19375 0.91930
C: -0.59996 -5.72059 -0.25925
C: -0.69472 -4.35837 -0.45326
C: -0.24128 -3.45082 0.51056
C: -0.36694 -2.01471 0.22921
O: -0.15450 -1.11232 1.08619
O: -0.71163 -1.61058 -0.94550
H: 1.17263 -3.57332 3.35446
H: 0.88232 -5.69356 2.79579
H: 0.06267 -7.25984 1.08861
H: -0.96213 -6.40945 -1.01051
H: -1.12726 -3.95846 -1.36077
N: 0.85713 -0.13741 -5.60430
N: -0.20709 -0.17573 -4.71669
N: -1.39456 -0.62453 -5.04985
C: -2.03424 -0.53568 -3.88787
N: -1.24074 -0.06188 -2.92533
N: -0.05759 0.15327 -3.47961
H: 0.46318 -0.20449 -6.53424
H: 1.34372 0.73924 -5.46125
H: -3.06371 -0.81968 -3.74733

Results of the Löwdin charge analysis, in e, for atoms 1 through 5: atom 1 (Hf): 1.51, atom 2 (N): 0.00, atom 3 (N): -0.05, atom 4 (C): -0.82, atom 5 (N): 0.11

Let's list orbital gap in order: 11.01; 10.84; 10.78; 8.34 eV.